No. 1
A single C4H8O2 molecule. Source: the OMol25 dataset; level of theory: wB97M-V/def2-TZVPD.

## Properties
- total energy (eV) = -8370.5915
- energy relative to the best compared isomer or geometry (same formula, charge and spin) (kJ/mol) = 259.6
- HOMO-LUMO gap (Ha) = 0.3826
- HOMO energy (eV) = -9.58
- lowest unoccupied orbital energy (eV) = 0.83
- SMILES = C[C@@]1(O)C[C@H]1O

Last column: Mulliken charge in e.
Positions of all 14 atoms, in Å:
C -0.0715 -0.4885 1.3795  -0.846
H -0.3913 -2.1307 -0.1176  0.371
O 1.9099 -0.4391 -0.1625  -0.531
H -1.1016 1.5205 -0.8026  0.326
C -0.0149 1.2600 -0.7217  -1.326
H 0.2816 1.1748 -1.7788  0.336
H -1.6105 -0.5479 -1.4236  0.346
H 0.4006 -1.2243 2.0456  0.268
H -0.6775 0.2324 1.9125  0.249
H 2.5238 0.1850 0.2592  0.348
C 0.5703 -0.0444 0.0653  0.805
H 0.4141 2.1368 -0.2570  0.394
O -1.7143 -0.5691 -0.4621  -0.565
C -0.5186 -1.0654 0.0638  -0.175

No. 2
9 unconnected molecules or ions with the total composition C56H86FN11O6PS3. Source: the OMol25 dataset; level of theory: wB97M-V/def2-TZVPD.

## Properties
- total energy (eV) = -132641.2995
- HOMO-LUMO gap (Ha) = 0.2198
- net charge = +1
- HOMO energy (eV) = -9.10
- lowest unoccupied orbital energy (eV) = -3.12

Last column: Mulliken charge in e.
Positions of all 164 atoms, in Å:
S 0.9040 1.5375 -0.9739  -0.220
C 8.0396 4.8160 -0.8030  -0.072
H -6.4196 0.8816 2.7001  1.014
H 11.3798 6.8644 -1.6660  0.338
H 2.5077 -9.6591 -9.5320  0.205
H -2.0790 2.5010 6.4940  0.421
H -1.8302 -0.9917 3.3360  -0.397
C -4.5286 1.7886 2.3039  0.842
O -3.1611 3.3499 -1.3609  -0.529
C -0.7878 -10.8460 -6.5792  -0.831
O -2.0079 -2.4120 1.4126  -0.428
H 1.9742 -1.2515 2.3245  0.754
C -10.6105 0.7887 -2.0964  -1.038
H 2.9622 -3.9461 8.1173  0.404
H -5.8632 1.3156 -1.1894  -0.073
H -4.1882 0.9265 -0.6448  0.182
C -1.5287 3.8630 1.4162  -2.688
C -4.8544 2.4292 3.6807  -0.885
H -6.4687 1.6640 1.1497  0.624
H 4.6015 2.5353 1.2126  0.316
N 2.9242 -9.3569 -10.3932  0.022
C 11.6592 4.0621 -3.2859  -0.434
H 0.8086 4.5305 5.0278  0.452
H 3.7010 0.0440 2.4872  0.273
S 2.0784 -1.0575 -0.5729  -0.101
C 5.2751 5.9236 4.2170  -0.430
H 7.9470 5.7765 -1.2826  0.456
H -4.4165 4.5974 0.3402  0.473
C -0.6031 -8.6240 -6.8631  -0.337
C 4.0530 2.1059 2.0553  -1.123
H -0.1590 5.4658 3.9193  0.457
H -1.5605 1.1625 5.4951  0.155
H 4.9032 6.8870 6.1427  0.406
N -3.8606 2.8204 1.4296  1.624
H 4.7411 5.3043 2.2631  0.205
H 4.0303 0.3730 0.7890  0.482
H 0.0227 -3.2087 5.0230  0.474
C 9.0228 4.4531 0.0787  -1.218
H 11.4852 2.9997 -3.3186  0.361
H -3.2928 4.7272 2.0701  0.550
H -2.4252 -0.3763 -1.0510  0.052
C -2.8807 3.7177 2.1559  -0.324
H 9.3626 2.6289 1.0960  0.214
C 3.2714 6.3587 3.3337  -0.522
H -8.2114 2.6264 -0.7433  0.302
H 0.6547 1.0531 3.8280  -0.346
H 3.0483 -11.2318 -11.4040  0.352
H -4.7924 -0.7965 3.5150  0.219
H -9.9155 3.8927 -2.0723  0.185
H 3.2989 2.8239 2.3811  0.177
N -9.9473 2.8962 -1.9532  -0.007
H -0.8979 4.5667 1.9609  0.374
H -3.7758 0.1630 4.6254  0.691
H -1.8444 -9.5060 -5.2204  0.351
H 0.7421 -8.8374 -8.6270  0.312
H -3.9438 -1.9422 1.7976  0.072
H -0.1196 2.1983 1.9262  -0.835
N 2.0058 0.7022 1.4618  0.608
H -5.7661 3.6087 0.7086  0.377
C 12.2494 4.9071 -4.1884  -0.465
C -10.8998 2.0699 -2.4819  -0.380
N 4.4806 5.7744 3.1124  0.045
C 3.2806 6.8859 4.5978  -0.434
C -1.7272 -1.0825 -0.6020  -0.221
H 2.2520 0.2810 4.1485  0.585
H -11.7001 2.4643 -3.0848  0.399
H 3.9244 -4.6335 5.6811  0.401
H -3.8209 -6.9422 -0.8446  0.178
C 4.5558 6.6134 5.1605  -0.551
C 11.6030 6.1155 -2.4078  -0.334
H 12.5940 7.1172 -4.0746  0.399
H -0.7141 -7.5592 -6.7397  0.399
N 11.2646 4.8052 -2.2079  0.110
H 3.1034 -7.2706 -9.9869  0.354
C 3.4823 0.7247 1.6617  -0.686
C -2.7928 3.5881 3.7079  0.255
C -2.5450 -6.6813 -3.7452  0.170
N -3.4025 -6.6404 -1.7054  0.047
O -3.6309 2.6687 4.3273  -0.390
C -3.1165 -2.3897 2.3488  -0.593
H -3.3547 -3.3991 2.6757  0.546
C -0.7059 2.6006 1.1053  2.753
O -3.2724 -2.8094 -0.3730  -0.844
H -2.8055 2.6506 -1.9276  0.381
H 0.4430 -3.0265 7.6945  0.396
H 6.3025 3.6370 -1.5821  0.466
F -3.0957 4.8357 4.2686  -0.477
S -5.9284 3.9031 3.5254  -0.264
C 1.3604 -0.3459 2.2989  -0.064
C 2.9660 -4.2251 5.9537  -0.583
C -2.4309 -2.1873 0.1455  0.884
C -2.7957 -1.4717 3.5431  -0.146
H -3.2797 -8.5170 -2.7137  0.386
H -3.2231 -4.5485 -1.2990  0.588
H -0.3368 2.0632 6.4092  0.463
C -2.5258 -5.3427 -3.2673  -0.933
H 4.1637 -7.1874 -12.4775  0.384
C 3.7811 -9.3942 -12.4335  -0.444
P -1.0495 3.1945 4.3451  0.800
C -9.4334 0.8404 -1.3058  0.173
C 1.2447 0.1391 3.7552  -0.856
C -5.8083 1.1059 1.8190  -2.122
C 7.1800 3.6971 -0.9592  -0.370
C -3.4809 0.6589 2.5078  0.424
H -3.2830 0.1452 1.5633  0.089
H -1.0077 -11.8555 -6.2758  0.363
O -6.9574 -1.0115 -0.1828  -0.220
C -3.8192 -0.3178 3.6505  -1.469
H -4.5110 1.3614 -2.2912  0.635
H -3.2742 2.2542 0.7963  -0.601
H -2.5097 1.0783 2.8029  0.106
H -0.0606 3.7151 -0.6900  0.651
H -1.0312 -1.4526 -1.3543  0.564
C 3.7999 -8.0565 -11.9549  -0.505
O -5.5727 -0.1709 1.1973  -0.213
N 8.7936 3.1562 0.4578  0.022
H -2.1611 -4.4742 -3.7916  0.400
H 0.7480 -0.6712 4.2962  0.236
H 9.8645 5.0021 0.4696  0.663
N 0.0291 -10.5955 -7.6476  0.083
H -2.1984 -7.0323 -4.7032  0.262
C -3.0592 -5.3491 -2.0049  -0.307
C -4.7188 3.5521 0.4326  -0.853
H -2.6843 -2.0257 4.4750  0.685
N 2.0133 -3.9737 5.0042  0.030
H 2.4640 7.4092 5.0686  0.459
H 12.6616 4.6218 -5.1422  0.387
H 2.1202 -4.1366 4.0190  0.232
H -1.1298 -0.5168 0.1161  -0.561
H -11.1792 -0.0893 -2.3529  0.395
H 4.1275 -9.7437 -13.3919  0.388
C 0.1432 -9.2426 -7.8291  -0.642
H 4.7723 1.9739 2.8655  0.423
H -1.2827 1.7625 0.6862  -0.816
C -0.2225 4.7825 4.7639  -1.444
C 12.2140 6.2121 -3.6301  -0.526
C 0.3407 2.9749 0.0014  -1.067
H -5.1456 3.6739 -1.6298  0.495
H -1.7538 4.3423 0.4592  1.017
C 2.4517 -3.8690 7.1718  -0.377
C 0.8923 -3.4677 5.6048  -0.446
C 3.2385 -10.1726 -11.4472  -0.411
H 10.7972 4.4455 -1.3939  0.219
C 3.2678 -8.0664 -10.6939  -0.334
C -1.2673 2.1516 5.8510  -1.123
C 1.7044 0.3785 0.0921  -0.077
H 0.4745 -11.2968 -8.2112  0.190
C -1.1941 -9.6424 -6.0688  0.108
N -6.8531 -0.7654 0.9436  0.198
C -9.0460 2.1547 -1.2378  -0.493
H 2.5083 6.3446 2.5727  0.428
H -8.9319 0.0102 -0.8426  0.495
C 7.6705 2.6916 -0.1669  -0.703
H -7.1359 3.5341 4.0074  0.270
H 7.3188 1.6878 0.0040  0.494
H -5.3845 1.7221 4.3072  1.022
C 1.1337 -3.3880 6.9504  -0.522
H 1.2053 3.4030 0.5143  0.318
H -0.6371 5.2846 5.6406  0.427
H 6.2758 5.5267 4.2374  0.409
H 0.3613 -0.5201 1.9023  -0.621
C -4.8109 1.5844 -1.2615  -1.146
C -3.0885 -7.4579 -2.7584  -0.654
C -4.4999 3.0504 -0.9993  0.203

No. 3
A molecular structure, C6H6N2O. Source: the OMol25 dataset; level of theory: wB97M-V/def2-TZVPD.

## Properties
- total energy (eV) = -11340.1333
- energy relative to the best compared isomer or geometry (same formula, charge and spin) (kJ/mol) = 607.7
- HOMO-LUMO gap (Ha) = 0.3276
- HOMO energy (eV) = -9.25
- lowest unoccupied orbital energy (eV) = -0.33

Last column: Mulliken charge in e.
Positions of all 15 atoms, in Å:
C 0.5541 0.6951 0.1547  0.135
O -1.9047 1.9957 1.0143  -0.403
H -2.4360 -0.3949 -1.0572  0.321
H -1.8114 1.3529 1.9660  0.358
N -2.5348 1.2572 0.0503  -0.448
H 0.0812 2.0077 0.3951  0.198
H 2.7766 0.6066 0.4132  0.516
C -0.0498 -1.3080 -0.7167  -0.236
C 1.9173 0.3786 0.1382  -0.884
C -0.5055 -0.0676 -0.2973  0.608
C 2.1277 -0.9724 -0.0625  0.049
N 1.2026 -1.8670 -0.5854  -0.532
C -1.8026 0.3010 -0.4337  -0.274
H -0.6809 -2.3061 -0.9083  0.252
H 3.0664 -1.6787 -0.0709  0.338

Number 1: largest force on an atom 0.031 hartree/bohr. Number 2: largest force on an atom 0.059 hartree/bohr. Number 3: largest force on an atom 0.182 hartree/bohr.